{"formula": "C25H27AsCl2OSn", "method": "the ωB97M-V functional and the def2-TZVPD basis", "orbital_gap_ev": [5.89, 5.90], "relative_energy_kcal_mol": 0.0, "homo_ev": [-5.9, -5.9], "lumo_ev": [-0.030, -0.030], "e_tot_ha": -4414.4941, "elements": ["Sn", "As", "Cl", "Cl", "O", "C", "C", "C", "C", "C", "C", "C", "C", "C", "C", "C", "C", "C", "C", "C", "C", "C", "C", "C", "C", "C", "C", "C", "C", "C", "H", "H", "H", "H", "H", "H", "H", "H", "H", "H", "H", "H", "H", "H", "H", "H", "H", "H", "H", "H", "H", "H", "H", "H", "H", "H", "H"], "positions_angstrom": [[-1.471597, 1.326891, -0.825596], [1.542521, 0.128947, 0.676540], [-1.091139, 3.027491, 0.814883], [-0.404023, 1.988212, -2.801253], [-0.001401, 0.041006, -0.146348], [-5.141071, -1.033554, -3.089105], [2.170651, 2.649680, -0.593739], [-3.383487, 1.957770, -1.236311], [4.010137, 1.067722, -0.536376], [-4.471654, -2.253516, -2.451503], [-4.017598, 0.471230, -1.416777], [-3.343404, -0.602870, -0.798574], [0.626414, 1.236620, 5.167921], [2.674696, 1.392989, -0.245507], [1.427455, 1.878887, 2.971295], [3.265545, -2.039906, 1.474356], [2.952274, 3.543130, -1.332829], [4.286651, 3.230741, -1.611255], [1.193158, 0.574393, 2.516140], [3.354874, -4.215782, 0.410751], [3.822192, -3.322337, 1.380996], [4.819482, 2.003116, -1.195247], [2.334021, -3.830198, -0.466127], [-3.824858, -1.981085, -1.061078], [-4.307153, 0.238179, -2.930307], [0.737426, -0.417921, 3.394799], [1.110885, 2.215579, 4.291824], [2.245944, -1.651377, 0.586664], [0.461299, -0.080811, 4.725630], [1.773787, -2.547981, -0.383036], [3.791065, -5.212517, 0.336123], [-4.997390, 0.536012, -0.890575], [4.911889, 3.947190, -2.145625], [-5.341134, -1.234726, -4.147619], [-5.222491, -3.044660, -2.339568], [-3.026388, -2.716699, -0.888824], [0.114603, -0.852505, 5.414601], [2.508910, 4.479502, -1.677279], [-3.704760, -2.651963, -3.131673], [4.623340, -3.610824, 2.064868], [1.846440, 2.624699, 2.295724], [-3.359584, 0.161181, -3.485791], [1.250348, 3.244873, 4.626860], [4.412849, 0.098478, -0.238848], [0.980744, -2.236006, -1.065545], [-4.594167, -2.209887, -0.298845], [-4.842304, 1.106016, -3.341799], [-3.819417, 2.463127, -0.373288], [0.382422, 1.504885, 6.197656], [0.618838, -1.444845, 3.045566], [1.970818, -4.525827, -1.225441], [5.868709, 1.768863, -1.383608], [-3.428264, 2.535309, -2.162685], [1.154101, 2.925980, -0.300448], [-2.948637, -0.446180, 0.222374], [3.623095, -1.339031, 2.231147], [-6.125663, -0.865694, -2.628289]], "forces_ev_per_a": [[0.191, -1.762, -0.601], [-1.920, 0.147, -0.908], [0.463, 0.200, 0.477], [0.600, 0.242, -0.455], [2.004, -0.189, 1.044], [-0.071, 0.116, -0.110], [-0.244, -0.033, -0.130], [-2.232, -1.906, 0.022], [-0.113, 0.264, -0.057], [0.444, 0.008, 0.151], [-2.189, 3.966, -1.466], [3.988, -0.120, 1.161], [0.074, 0.031, -0.344], [0.646, 0.223, 0.238], [-0.201, -0.207, 0.159], [-0.107, -0.168, -0.285], [0.157, -0.251, 0.240], [-0.235, -0.250, 0.153], [0.579, 0.161, 0.390], [-0.134, 0.316, -0.004], [-0.202, 0.254, -0.083], [-0.253, -0.068, 0.103], [0.016, 0.234, 0.164], [-0.376, -0.974, -0.090], [-0.071, -0.159, 0.622], [0.028, 0.274, 0.103], [0.044, -0.238, -0.150], [0.497, -0.498, 0.087], [0.038, 0.068, -0.252], [0.183, 0.017, 0.090], [-0.134, 0.273, 0.017], [-0.331, 0.317, -0.467], [-0.161, -0.242, 0.120], [0.028, -0.021, 0.081], [0.183, 0.021, -0.009], [-0.175, 0.125, -0.013], [0.077, 0.241, -0.207], [0.197, -0.269, 0.192], [-0.090, 0.212, 0.089], [-0.284, 0.056, -0.225], [-0.206, -0.117, 0.173], [-0.051, -0.052, 0.220], [-0.033, -0.346, -0.052], [-0.038, 0.236, -0.136], [0.196, -0.090, 0.214], [0.059, -0.009, -0.080], [0.052, -0.186, 0.161], [0.019, 0.137, -0.248], [0.090, -0.117, -0.315], [-0.059, 0.259, 0.118], [0.112, 0.225, 0.262], [-0.341, 0.043, 0.003], [-0.104, 0.071, 0.269], [0.356, -0.058, -0.258], [-1.079, -0.206, -0.052], [-0.059, -0.211, -0.150], [0.173, 0.011, 0.029]]}


{"formula": "C25H27BN11OSV", "method": "the ωB97M-V functional and the def2-TZVPD basis", "orbital_gap_ev": [6.57, 6.04], "charge": 1, "spin_multiplicity": 2, "homo_ev": [-8.8, -8.3], "s2": 0.754, "lumo_ev": [-2.265, -2.285], "e_tot_ha": -3013.4040, "elements": ["V", "S", "O", "N", "N", "N", "N", "N", "N", "N", "N", "N", "N", "N", "C", "C", "C", "C", "C", "C", "C", "C", "C", "C", "C", "C", "C", "C", "C", "C", "C", "C", "C", "C", "C", "C", "C", "C", "C", "B", "H", "H", "H", "H", "H", "H", "H", "H", "H", "H", "H", "H", "H", "H", "H", "H", "H", "H", "H", "H", "H", "H", "H", "H", "H", "H", "H"], "positions_angstrom": [[-0.830981, -0.649184, 0.567297], [0.790064, 0.118919, -3.762592], [-1.987549, -0.465520, -1.345101], [-0.097431, -0.674550, 3.385730], [0.373215, -0.523737, 2.113034], [-2.175096, 0.484504, 1.550488], [-2.005757, -2.188858, 2.764895], [0.357907, 0.864642, -2.286612], [-2.380454, 0.255097, 2.875429], [2.176513, 2.359731, -2.416263], [0.143042, 1.979650, 0.438612], [-1.830373, -2.169885, 1.418687], [0.660366, -3.949297, -1.628428], [0.307525, -2.158960, -0.409618], [4.341557, 1.963214, -3.450683], [5.160223, 1.206316, -4.280566], [0.158120, 4.769205, 0.361054], [0.878076, -0.467287, 4.271546], [2.044783, -0.168016, 3.578206], [1.673937, -0.209813, 2.237001], [-3.046857, -3.979380, 1.996118], [4.659616, 0.080779, -4.913692], [-3.385164, 1.022510, 3.329693], [-0.234768, 2.717694, 1.483724], [-2.461224, -3.253824, 0.952332], [0.562795, 2.634442, -0.650698], [0.577799, 4.024487, -0.729242], [3.013539, 1.608984, -3.277815], [-3.154527, -0.278083, -2.159642], [3.328293, -0.279785, -4.727551], [1.028051, 1.861105, -1.852712], [-0.241684, 4.099986, 1.499232], [-2.737671, -3.258362, 3.131279], [-3.859265, 1.790976, 2.279104], [2.506548, 0.498661, -3.930038], [-0.088844, -2.843916, -1.465111], [1.366847, -2.881287, 0.129197], [-3.071107, 1.412922, 1.190088], [1.597846, -3.988188, -0.620266], [-1.617144, -0.920562, 3.570186], [3.019359, 0.045592, 3.989177], [0.144057, 5.851473, 0.315441], [-3.706781, 0.961035, 4.360031], [-1.916254, -1.015836, 4.729103], [-3.097617, 1.778210, 0.174334], [-3.000878, -0.691080, -3.154524], [-0.891589, -2.569947, -2.129369], [5.296785, -0.519434, -5.551773], [2.271879, -0.020668, 1.358801], [-2.476485, -3.468250, -0.104510], [-2.990355, -3.428910, 4.168208], [0.544700, -4.636450, -2.350612], [2.327272, -4.778040, -0.526362], [-0.524086, 2.163291, 2.370322], [2.919116, -1.154936, -5.222053], [4.735968, 2.840998, -2.945512], [1.882822, -2.561593, 1.017029], [-0.555431, 4.635082, 2.386049], [0.866846, 4.513660, -1.651402], [-3.408277, 0.776993, -2.251941], [-1.214809, -0.026957, -1.757816], [6.192294, 1.503459, -4.427664], [-4.660454, 2.514911, 2.302012], [-3.978961, -0.797155, -1.681920], [-3.613571, -4.896073, 1.929916], [0.693343, -0.545318, 5.334240], [2.640341, 3.080615, -1.895508]], "forces_ev_per_a": [[-0.001, 0.600, -2.035], [-0.138, -0.044, -0.068], [0.318, 0.031, -0.023], [-0.081, 0.082, -0.177], [1.232, 0.120, 1.704], [-1.479, 0.870, 0.848], [-0.082, 0.102, 0.089], [-0.046, -0.115, 0.090], [0.077, 0.009, 0.005], [-0.095, -0.065, -0.254], [0.024, -0.079, -0.666], [-0.988, -1.378, 0.859], [0.124, -0.060, 0.128], [0.609, -0.513, -0.394], [0.032, 0.077, 0.066], [0.038, 0.047, 0.005], [0.027, 0.082, -0.117], [-0.011, -0.027, -0.053], [0.086, 0.012, -0.091], [-0.191, -0.071, 0.272], [0.001, -0.030, -0.136], [-0.079, -0.055, -0.033], [0.058, -0.062, -0.089], [0.158, -0.370, 0.261], [0.084, 0.037, 0.188], [-0.159, 0.149, 0.044], [-0.029, 0.004, -0.132], [0.088, 0.089, 0.095], [0.060, 0.020, 0.340], [0.069, -0.018, -0.032], [0.138, -0.006, 0.244], [0.028, 0.108, 0.084], [0.138, 0.190, -0.075], [0.009, 0.029, -0.002], [-0.105, -0.172, 0.038], [0.213, 0.093, -0.005], [-0.179, 0.133, -0.095], [0.131, -0.112, 0.196], [-0.072, 0.011, -0.070], [-0.079, -0.050, -0.299], [-0.126, -0.018, -0.032], [0.009, -0.057, -0.010], [0.078, 0.005, -0.125], [0.045, 0.024, -0.124], [0.024, -0.045, 0.027], [0.071, -0.062, -0.058], [0.014, 0.008, 0.059], [-0.050, 0.056, 0.031], [-0.034, -0.024, -0.015], [0.045, 0.023, 0.005], [0.054, 0.054, -0.127], [-0.021, -0.025, -0.092], [-0.135, 0.103, -0.041], [-0.047, 0.010, -0.074], [0.056, 0.054, 0.051], [-0.032, -0.092, -0.033], [-0.058, 0.024, -0.001], [-0.005, -0.070, -0.030], [0.032, -0.016, 0.045], [0.032, 0.076, 0.030], [-0.043, 0.220, -0.275], [-0.091, -0.038, 0.030], [0.122, -0.114, -0.009], [-0.026, -0.041, 0.076], [0.081, 0.141, 0.005], [-0.010, 0.015, -0.147], [0.083, 0.122, 0.121]]}